Computed, not measured: 14 unconnected molecules or ions with the total composition C18H64N16O14 at a distorted geometry, with the ωB97M-V functional and the def2-TZVPD basis.

Geometry as XYZ:
```
112
C18H64N16O14 the ωB97M-V functional and the def2-TZVPD basis
C -3.734 -0.892 -3.278
C -2.496 -0.254 -2.664
O -2.559 1.123 -2.774
H -3.527 -1.892 -3.246
H -3.735 -0.696 -4.358
H -4.664 -0.594 -2.904
H -1.693 -0.633 -3.294
H -2.362 -0.642 -1.644
H -1.622 1.455 -2.889
C 2.661 3.607 -0.473
C 3.522 4.401 0.544
O 3.903 3.585 1.637
H 3.321 2.930 -1.080
H 2.126 4.288 -1.164
H 1.775 3.095 -0.067
H 3.016 5.367 0.773
H 4.443 4.804 0.076
H 4.821 3.391 1.358
C 1.043 1.354 -6.168
C 0.166 0.338 -5.448
O 1.055 -0.647 -4.848
H 0.405 1.861 -6.923
H 1.838 0.875 -6.811
H 1.664 1.995 -5.477
H -0.347 -0.245 -6.203
H -0.478 0.802 -4.713
H 1.359 -0.130 -4.128
C -0.877 4.140 3.272
C 0.726 3.923 3.112
O 1.154 2.751 2.512
H -1.432 3.921 2.388
H -1.184 5.165 3.503
H -1.278 3.503 4.078
H 1.241 4.048 4.020
H 1.025 4.747 2.426
H 2.107 2.848 2.280
C -1.228 -4.344 -0.546
O -0.175 -5.039 -1.112
N -1.591 -4.547 0.690
N -1.980 -3.480 -1.202
H -1.035 -5.208 1.276
H -2.389 -4.101 1.185
H -1.710 -3.407 -2.194
H -2.970 -3.194 -0.880
C -1.007 1.128 4.866
O -0.131 1.580 5.708
N -2.155 0.654 5.094
N -0.842 1.191 3.534
H -2.420 0.850 6.062
H -2.884 0.950 4.403
H -0.053 1.785 3.199
H -1.542 1.162 2.842
C -2.125 2.227 0.422
O -3.059 3.213 0.227
N -0.847 2.442 0.352
N -2.450 0.950 0.582
H -0.748 3.493 0.249
H -0.141 1.734 0.653
H -3.462 0.758 0.355
H -1.862 0.063 0.371
C 0.189 -0.659 -0.231
O 0.607 -0.967 -1.523
N 0.812 0.094 0.572
N -0.773 -1.292 0.273
H 1.817 0.294 0.359
H 0.636 0.260 1.529
H -1.132 -2.079 -0.268
H -0.727 -1.621 1.173
C 1.151 2.261 -2.871
O 1.635 3.374 -3.470
N -0.060 2.209 -2.384
N 1.769 1.150 -2.776
H -0.617 3.091 -2.537
H -0.328 1.789 -1.464
H 2.793 1.167 -2.917
H 1.317 0.402 -2.280
C -1.006 -2.401 3.546
O -0.740 -3.759 3.410
N -0.208 -1.473 3.047
N -2.044 -1.975 4.235
H 0.711 -1.826 2.658
H -0.220 -0.444 3.192
H -2.428 -2.668 4.934
H -2.157 -0.925 4.457
C -3.805 -2.426 1.158
O -3.946 -2.238 -0.223
N -4.013 -3.577 1.684
N -3.604 -1.470 2.000
H -4.209 -4.447 1.091
H -4.315 -3.686 2.618
H -3.082 -0.566 1.791
H -3.234 -1.815 2.898
C 4.065 0.168 -0.251
O 4.637 0.904 -1.251
N 4.150 -1.085 -0.257
N 3.438 0.751 0.735
H 4.517 -1.448 -1.102
H 3.640 -1.643 0.410
H 3.465 1.792 0.726
H 3.170 0.381 1.692
C 2.011 -3.321 0.903
O 2.315 -2.238 1.818
H 1.589 -2.938 -0.062
H 1.364 -4.159 1.324
H 2.984 -3.805 0.523
H 2.709 -2.582 2.637
C 2.199 -3.358 -2.866
O 1.504 -3.346 -4.109
H 3.134 -3.659 -2.966
H 1.766 -3.953 -2.081
H 2.278 -2.287 -2.463
H 1.703 -2.491 -4.584
```

Charge = 0
Energy relative to the best compared isomer or geometry (same formula, charge and spin) = 95.0 kJ/mol
Max |F| = 10.203 eV/Å
Orbital gap = 8.282 eV
2S+1 = 1